The following is a DFT calculation (ωB97M-V/def2-TZVPD) of a cluster of 6 separate species, C44H76BF15O11 in total.

```
147
Properties=species:S:1:pos:R:3:forces:R:3
H -5.89252 11.08463 7.13471 0.036 0.001 0.022
O -3.38305 10.59026 4.92834 0.144 0.023 -0.243
C -1.49903 -7.71911 2.67415 -0.312 0.121 0.444
F 5.09067 -5.84877 7.11846 -0.059 0.282 0.228
H 0.00560 0.45299 -2.88512 -0.015 -0.448 0.218
H 9.26698 -2.29299 -4.15816 -0.145 -0.036 -0.268
C -6.72068 0.88123 -1.85284 0.067 -0.205 -0.830
C 1.60613 -4.60032 -1.02550 0.280 0.119 -0.228
O -0.78510 -8.31475 1.57216 0.286 -0.185 -0.226
O -4.07197 12.43533 3.82567 0.145 -0.178 -0.183
H 4.83635 -1.41030 5.76669 0.063 -0.098 0.173
H 1.48073 1.61681 -4.12270 -0.204 -0.017 -0.264
C 10.53579 -2.61182 -2.46326 0.217 0.450 -1.064
F 4.40807 -1.25230 1.88436 -0.111 -0.074 -0.298
H 1.42300 3.03795 -3.12791 -0.100 0.222 0.055
C -4.28396 1.68989 -1.87778 -0.208 -0.734 -0.431
H 6.47776 -3.24795 3.93973 -0.072 0.048 -0.089
O -3.48673 4.21606 2.51969 -0.162 -0.212 -0.104
H 5.45233 1.54712 -2.16546 0.012 -0.137 0.340
H -4.07801 2.75337 -1.82172 0.168 0.170 0.225
H -12.25832 -4.46393 -4.07723 -0.036 0.077 -0.271
H 0.57556 1.05421 -1.32893 0.223 -0.095 0.123
H -5.66375 9.72966 6.01440 0.028 -0.017 0.101
H 12.07440 -1.07603 -2.72394 -0.133 0.196 -0.225
F -0.07464 -7.83745 -1.82313 -0.100 -0.019 0.433
H -9.64614 0.37516 -1.25707 -0.005 0.177 -0.048
C -0.91980 2.28332 -2.29428 -0.371 -0.102 -0.003
H -1.63614 1.20412 -3.97378 0.061 0.071 -0.333
H -3.48475 6.60319 3.71675 0.097 0.010 0.051
H 10.94908 -1.75845 -0.05427 -0.207 -0.051 0.190
H -0.63566 3.28558 -2.59108 0.222 0.245 -0.065
C -10.73999 -1.99426 -2.73750 0.774 0.400 0.216
C 4.37498 -1.54186 0.56507 0.729 0.241 -0.023
H 10.82374 -3.43710 -3.10716 0.075 -0.242 -0.073
H -8.66160 -2.55458 -2.30768 0.001 -0.118 -0.314
C -2.78667 10.74725 2.66789 0.226 -0.189 -0.598
C -3.98258 11.06684 6.14900 -0.257 0.082 0.491
H -1.89060 5.13539 1.54576 -0.171 -0.062 -0.100
C -5.47058 10.79090 6.17443 -0.050 -0.056 -0.289
O -1.23313 -6.52893 0.29661 0.281 -0.080 -0.456
H 8.38918 -1.69860 -1.44596 -0.318 -0.092 0.235
H 10.05063 -3.06095 -1.60672 -0.110 -0.071 0.302
C 7.62493 0.57132 -3.97881 0.397 0.437 0.705
C 11.81857 -1.88370 -2.05054 0.214 -0.859 0.981
F 4.62343 -0.42009 -0.11320 -0.153 -0.280 0.211
H -1.23797 -6.66539 2.76146 0.029 0.016 -0.194
H 0.69280 -5.17627 -1.16913 -0.030 0.025 0.066
F -1.45276 10.87082 2.81095 -0.353 -0.039 0.053
F -4.72504 1.79637 1.51534 0.174 0.375 0.085
C -4.21847 4.12608 1.41629 0.512 0.296 0.007
H 9.01167 0.60971 -2.33065 0.138 0.275 0.209
H -4.47634 1.30369 -0.88654 -0.059 0.234 0.406
C 6.34737 -2.33253 4.51804 0.172 -0.224 0.158
H 12.70337 -1.73474 -0.04496 0.156 -0.079 0.077
C 9.54215 -1.74392 -3.26637 -0.294 -0.328 0.767
H 6.46850 -1.47762 3.85441 -0.053 0.005 -0.011
H 7.43430 -1.83602 -2.97688 -0.419 -0.296 0.486
H 1.61918 -4.85921 1.10371 0.225 0.072 0.089
C -11.36898 -5.24279 -2.31019 -0.393 0.283 -0.447
F -0.25777 -9.65252 -0.64744 0.091 0.361 0.019
H -11.90720 -6.13016 -2.62911 -0.141 -0.231 0.252
H -10.32755 -5.40357 -2.54622 0.345 -0.043 0.091
C 5.26055 1.06444 -3.12251 0.167 1.002 0.234
H -3.50900 -7.53108 3.41054 0.035 0.001 0.028
H -3.37575 -7.39894 1.65276 0.016 0.082 0.043
H -11.51130 -5.08112 -1.25019 0.142 -0.055 0.277
H -1.28864 2.37162 -1.27292 -0.054 0.063 0.172
H 4.20345 -2.31638 4.40123 -0.067 -0.195 0.076
C -3.51245 11.37878 3.86678 -0.187 0.156 0.530
C -9.42985 -1.89398 -1.91974 -0.093 0.474 0.371
C 1.48664 1.95494 -3.09032 0.489 -0.611 0.382
H 1.63127 -3.80137 -1.76607 -0.104 0.045 0.039
H -6.32509 0.21147 -1.09523 0.073 -0.016 0.294
H 10.04271 -0.84087 -3.60199 0.141 0.146 -0.087
H -1.13351 -8.22478 3.56503 0.132 -0.128 -0.134
H 2.80642 0.59608 -2.01231 0.007 -0.144 0.194
H -5.98573 11.34130 5.38805 0.019 0.080 0.045
C -2.42044 5.18641 2.49616 0.389 0.399 0.102
H -2.11017 7.28415 2.83145 0.073 -0.039 0.007
H -1.72714 4.87742 3.27561 -0.140 -0.173 0.049
C -0.73427 -7.60716 0.45300 -0.360 0.332 0.776
C -7.73727 0.12091 -2.71491 -0.363 -0.020 0.194
F -3.13615 11.34435 1.52673 0.049 -0.144 0.373
H -2.58015 2.63811 -3.65968 -0.227 0.150 -0.034
F 5.66499 -4.93681 9.00425 -0.218 0.069 -0.303
H -12.69813 -3.55864 -2.65542 -0.021 0.301 0.093
C -11.86844 -4.06159 -3.14672 0.303 -0.670 -0.176
H -7.22734 1.71706 -1.38565 -0.074 0.020 0.474
H 12.62784 -2.60383 -2.13478 0.217 -0.084 -0.146
H -2.55262 0.44346 -1.59483 0.176 -0.297 0.006
O 5.92828 -2.59498 7.67415 -0.097 -0.269 0.076
H 7.13879 -2.30379 5.26643 -0.038 0.091 0.036
C 3.00679 -2.12683 0.18012 -0.511 -0.328 -0.032
C -2.07597 1.80500 -3.18068 0.364 -0.422 0.113
C 8.04612 0.16117 -2.54723 0.292 -0.417 -0.221
H -9.63782 -2.19317 -0.89321 -0.009 -0.257 0.157
H -10.78554 -1.14041 -3.41567 -0.154 -0.043 -0.364
H 8.46870 1.08718 -4.42707 0.099 0.119 -0.279
H 3.09012 2.34505 -1.77686 0.321 -0.161 0.533
O -10.81547 -3.18030 -3.49428 -0.486 0.218 0.199
F 5.37410 -2.40713 0.31627 -0.335 0.206 0.064
H 7.49056 -0.32218 -4.57755 -0.269 -0.253 -0.107
C 4.91488 -4.77725 7.91123 0.002 -0.455 0.274
C 6.39322 1.46643 -4.05768 -0.277 -0.865 -0.715
H 3.55679 0.97757 -4.42996 -0.024 -0.104 -0.293
H 7.36646 0.52185 -1.78255 -0.279 -0.043 0.009
C 5.28478 -3.47531 7.18084 0.031 0.467 -0.360
H -5.92890 2.40960 -3.07451 -0.042 0.125 -0.341
H 2.46378 -5.24623 -1.21946 -0.046 -0.083 0.080
C -3.06883 0.91681 -2.42446 -0.162 0.762 -0.242
H 0.82907 -3.38060 0.58356 0.117 0.174 -0.048
C 3.91490 1.57461 -3.59662 -0.180 -0.131 0.672
C 8.26328 -1.35641 -2.46584 0.693 0.616 -0.903
F 1.40962 -8.29302 -0.31757 -0.390 0.054 0.125
F 3.62166 -4.74370 8.28722 0.310 0.007 -0.113
C -2.93654 6.58164 2.77380 -0.300 -0.223 -0.036
H -3.48342 10.52597 6.95004 0.116 -0.105 -0.151
H -11.56842 -1.86986 -2.04475 -0.308 -0.185 -0.029
H 5.22921 -0.00330 -2.92567 0.019 -0.261 -0.139
C 11.82317 -1.40390 -0.58356 0.019 0.534 -0.591
B -8.98291 -0.38124 -1.90659 0.138 -0.323 -0.101
C 0.29902 1.34183 -2.33756 -0.275 0.805 -0.282
C -2.99287 -7.91571 2.53193 -0.020 -0.073 -0.296
C -5.27551 3.02424 1.58825 -0.768 -0.742 0.072
F -6.20582 3.09136 0.63282 0.254 0.230 0.205
H 11.82475 -0.31707 -0.56507 -0.109 0.150 0.278
H -3.76709 12.12617 6.28112 0.004 0.030 -0.194
O 2.91447 -3.37038 0.63119 0.160 0.215 0.092
H -3.22811 -8.97445 2.42017 0.017 -0.011 0.106
C 0.09419 -8.35717 -0.60275 0.336 -0.445 -0.656
H -8.05345 0.80724 -3.50420 -0.233 0.116 -0.124
C 4.97933 -2.30586 5.16342 0.084 0.410 -0.410
C -5.57504 1.45372 -2.69841 0.124 0.462 0.550
C 1.66559 -4.04772 0.38007 -0.522 -0.397 -0.111
H -3.61738 6.91155 1.99080 0.079 0.012 -0.070
F -5.89393 3.10553 2.78074 0.195 0.164 -0.306
O 4.75255 -3.48277 5.96467 -0.060 -0.136 0.236
H -7.27411 -0.72178 -3.22291 0.294 -0.088 -0.084
C 2.85881 1.56635 -2.49507 -0.594 0.368 -0.977
H 6.00573 1.37555 -5.07352 0.006 0.093 -0.242
H -5.36690 0.82788 -3.56129 -0.016 -0.212 -0.094
H 3.98895 2.60595 -3.93242 0.226 0.178 -0.314
H -3.42723 0.15605 -3.10984 -0.064 -0.376 0.096
O 2.16446 -1.51290 -0.40868 0.286 0.056 0.094
O -4.08186 4.76449 0.41329 -0.197 -0.211 0.096
H 6.64143 2.51565 -3.95254 0.077 0.259 0.317
F -3.07059 9.43486 2.56071 0.047 0.537 0.030
```
Forces are in eV/Å.

Summary:
**Electronic energy**: -4072.6412 a.u.
**Kohn-Sham gap**: 9.78 eV
**SMILES**: CCCCCCCCCCCCCCCCCCCCBCCOCC.CCOC(=O)C(F)(F)F.CCOC(=O)C(F)(F)F.CCOC(=O)C(F)(F)F.CCOC(=O)C(F)(F)F.CCOC(=O)C(F)(F)F

Mulliken atomic charge list, values in e, 4 entries: atom 1 (H): 0.378, atom 2 (O): -0.320, atom 3 (C): -0.185, atom 4 (F): -0.245



The following is a DFT calculation (ωB97M-V/def2-TZVPD) of a cluster of 2 separate species, CHCl2NOS in total.

```
7
Properties=species:S:1:pos:R:3:forces:R:3
H 0.65626 0.01309 -0.33264 0.190 0.100 0.213
Cl -4.96969 1.58683 0.49159 -0.012 -0.066 0.029
C -1.00782 -0.83219 0.43944 -0.081 -0.118 -0.143
O -1.86271 -1.28724 1.06686 -0.656 -0.347 0.880
Cl -4.93348 -1.48859 -0.27756 -0.069 -0.007 0.053
S -4.19098 0.28976 -0.84230 0.057 0.081 -0.119
N -0.23393 -0.42907 -0.37223 0.572 0.356 -0.913
```
Forces are in eV/Å.

Summary:
**Electronic energy**: -1487.2657 a.u.
**Energy above the lowest of the compared OMol25 structures with the same formula, charge and spin**: 20.78 kJ/mol
**Kohn-Sham gap**: 8.99 eV
**SMILES**: ClSCl.N=C=O

Mulliken atomic charge list, values in e, 4 entries: atom 1 (H): 0.271, atom 2 (Cl): -0.095, atom 3 (C): 0.532, atom 4 (O): -0.370